[1]
A cluster of 4 separate species, C33H44F9O13P in total in a non-equilibrium geometry, computed with wB97M-V/def2-TZVPD.

## Properties
calculated total energy: -95293.192 eV
HOMO level: -9.154 eV
LUMO level: -1.499 eV
SMILES: CCCc1cc2c(c(O)c1C)C(=O)C(CP(=O)(O)O)=C(CCCCCOC)C2=O.CCOC(=O)C(F)(F)F.CCOC(=O)C(F)(F)F.CCOC(=O)C(F)(F)F
charge: 0

XYZ file:
```
100
Properties=species:S:1:pos:R:3:forces:R:3
C -3.55277 5.17360 6.43680 1.7055 -0.0783 -0.8846
H 3.73956 -3.03212 -2.63181 -1.3969 0.4547 0.1429
O 1.72654 2.65036 -1.29217 -1.2625 -1.4086 1.6294
H 0.73390 -0.63739 -6.51247 -0.5909 -0.0861 -0.6150
C 2.01495 -6.18426 0.61711 -0.6506 -0.2355 -1.9267
H -4.02279 -2.31240 -2.30105 1.8316 -0.4511 -0.2144
O -2.48422 -1.82372 -6.20863 3.3319 2.7738 1.1140
F -2.84234 4.18161 7.01537 -0.5834 0.2379 0.0884
H -1.32944 1.32803 -5.72054 -0.4289 -0.4880 0.3994
H 5.20875 -6.39400 3.37698 -0.0569 0.0767 0.1311
C 2.66136 -6.20132 1.99983 0.8175 0.3859 1.7485
H 2.30770 3.85623 0.83247 -1.7016 0.1031 0.7538
H -6.97169 4.69487 8.45611 0.2021 0.0978 -0.1861
H -2.89808 1.10093 1.69209 1.4421 0.1975 -1.3041
C -7.95795 5.40257 6.65439 0.1764 0.2927 -0.1727
C -2.26262 5.10933 1.38101 0.1446 0.1586 0.2493
H -1.15233 5.36447 1.19451 -1.8573 -0.4344 0.0997
O -1.88282 0.62869 -5.30637 1.8988 -1.8550 -1.5431
H 5.72608 -4.80863 2.82632 -0.0535 0.0895 0.1325
C 0.55006 2.24966 -0.58514 -2.9665 -1.2243 1.7261
H 0.18776 -2.99784 -1.90501 0.3711 -1.4336 -0.0025
H -2.66118 4.44350 0.53838 0.7264 0.8519 1.2422
O 1.79808 -3.73550 -3.02529 -0.4215 0.6940 1.5112
F 8.27110 -0.13937 -2.60215 -0.6247 0.3262 -0.4266
C -2.10018 -1.21089 -2.19322 1.3166 0.2033 -0.9964
H 4.84075 1.62178 -5.62374 0.1575 -0.1000 0.2289
C -2.91591 -2.55167 -2.53483 -0.2536 1.3380 0.5066
H -0.63781 -2.75886 -4.12792 0.1605 2.0077 -0.3920
C 3.71868 -4.84210 3.61733 0.4563 0.1160 0.6703
H 2.50932 -2.52400 -1.35305 0.0747 -0.4742 -1.5577
O 6.36076 -0.03321 -4.60655 0.5385 0.3892 0.8205
F 7.08061 1.30171 -1.52362 -0.2221 -0.1080 -0.5701
F 2.75991 -5.51956 -0.29951 0.0973 -0.3686 0.8707
C 3.37260 0.92598 -4.18129 0.4508 -0.3065 0.0898
C -1.42246 3.13477 3.03165 -0.7962 -0.4021 -0.6091
P -1.31374 -0.91140 -5.77918 -2.3591 -1.9771 -0.8033
C 4.47814 1.86495 -4.62103 -0.6790 -0.0462 -0.4466
C 5.15526 -5.32588 3.60140 0.0787 -0.2740 -0.2536
C -1.73268 -4.88425 -2.69707 0.1207 -1.4141 1.0035
C -0.97564 -0.79486 -2.96774 -1.1922 -0.4972 1.7306
O 5.55711 1.85861 -3.67218 1.0516 -0.4083 0.2832
C -0.43490 1.16945 -1.16522 0.1691 1.4935 2.2716
C 0.73604 -3.99094 -2.03643 0.4927 -0.5328 0.8327
F 0.80271 -5.58201 0.63598 0.5217 -0.2229 0.6654
H 2.41952 1.96562 -1.10264 -0.8870 0.8161 -0.3120
C -4.90264 5.37960 7.11914 -1.7931 -0.1202 0.7777
C -0.42804 -1.63023 -4.23945 -0.1752 1.0134 0.8018
O -5.75425 4.38831 6.78317 1.0937 0.3661 0.0154
H 3.69307 -3.77949 3.86779 -0.1660 -0.0661 -0.3274
H 0.93027 5.05424 1.06283 0.4507 -1.5119 0.4693
C 6.43622 0.84120 -3.78346 -1.5097 0.2130 -1.2239
C 0.23031 2.89385 0.81136 -0.9233 -1.4086 -0.9634
H -2.85268 6.09814 1.32658 0.8702 -1.5380 0.2999
F -2.77553 6.27097 6.47795 -0.7257 -0.2836 0.2325
O -3.72851 -0.64126 -0.37670 3.7377 0.7790 -1.8296
H -1.68021 -3.49531 -0.83302 -0.9472 -0.5609 -1.4152
C -0.19480 -5.24263 -2.40736 0.6444 0.2359 -1.0932
C -2.62090 -0.37842 -0.91200 -1.1095 -0.2588 0.7266
F 1.81789 -7.41663 0.11685 0.2695 0.4530 0.7062
H 4.09690 2.88766 -4.65616 0.2758 -0.0334 0.2439
H -3.31418 -4.26032 -1.14969 1.3890 0.3487 -0.7956
C -1.67237 0.74884 -0.31749 1.2444 1.5088 0.8228
C 2.65673 -2.70526 -2.47829 0.9430 0.4708 0.0659
C -7.05231 4.43932 7.39601 -0.7882 0.0294 0.2146
H -2.32355 -5.87237 -2.57362 0.9610 1.5087 -0.3978
H -1.82583 -4.60106 -3.79726 -0.0561 -0.0419 1.5846
H -7.46601 3.43034 7.33877 0.3470 0.0139 -0.1377
H -0.53070 3.44820 3.67215 -1.0825 -0.6354 -1.1220
O -5.16978 6.27533 7.87642 0.7360 -0.4336 -0.6351
C -1.02619 2.48319 1.62812 0.5090 -1.7368 -2.6808
H 1.44060 3.93588 2.47897 -0.4070 0.0843 -1.7740
H 3.04110 1.16987 -3.17086 -0.0926 0.1401 -0.2586
O 3.12381 -4.97380 2.31666 -0.6784 -0.6138 -0.7062
O -0.11294 -0.78539 -6.99600 -1.2359 0.4869 2.7977
H 3.72129 -0.11039 -4.16106 0.0511 0.0926 -0.1571
H -2.02879 5.21411 3.59252 -0.7460 -1.3351 -1.1879
H 0.70498 -1.48921 -4.33801 -1.6469 -0.1168 0.2520
C -1.98888 1.37431 1.05729 3.3233 1.5307 -1.9151
H -3.48824 4.19880 3.04969 1.6873 0.0354 -0.3641
H 2.52026 0.98975 -4.85817 0.0987 0.1079 0.1361
C -2.39042 -3.83709 -1.67283 -0.5524 0.8208 -0.7544
H -2.87162 -2.72882 -3.66258 0.0673 0.1639 1.6144
H -7.57971 6.42592 6.71646 -0.0624 -0.0948 0.1168
C 1.28570 4.00161 1.34069 -0.2638 -0.5977 -0.2607
H 0.22410 -5.68700 -3.39150 -0.5383 0.6796 1.5806
H -0.03628 -6.05715 -1.61821 -0.5697 1.2944 -1.0593
C -2.38850 4.41553 2.84030 0.5438 1.2834 -0.7637
H -8.96682 5.38187 7.07102 0.0875 -0.0481 -0.0098
H -8.00633 5.14470 5.59359 -0.0706 -0.1089 0.1116
O 2.72523 -7.15808 2.72598 -0.3202 0.3842 -0.9604
H 3.12412 -5.36527 4.37128 -0.0022 -0.0961 -0.2749
C -0.15774 0.52068 -2.58420 0.4780 -0.2619 -1.0209
O 0.68712 0.94340 -3.41838 -2.7785 -1.0685 2.8210
H -2.03907 2.34353 3.60653 1.2348 1.1679 -0.8237
H 2.52759 -1.67794 -2.98296 -0.0636 -1.5223 0.5276
F 8.42284 1.95988 -3.08674 -0.5555 -0.2465 -0.2535
C 7.55013 0.98670 -2.74988 1.4544 0.0105 1.3648
F -3.67493 4.84403 5.13255 -0.5962 0.1897 1.0504
H 5.63148 -5.15231 4.56833 -0.0754 0.0243 -0.0614
H 1.29135 -4.27486 -1.05503 -1.3161 1.0259 -1.8326
```
Positions in Å, forces in eV/Å.

[2]
A cluster of 2 separate species, H4SSi2 in total in a non-equilibrium geometry, computed with wB97M-V/def2-TZVPD.

## Properties
calculated total energy: -26651.922 eV
HOMO level: -8.995 eV
LUMO level: -1.704 eV
charge: 0

XYZ file:
```
7
Properties=species:S:1:pos:R:3:forces:R:3
Si -0.93530 -0.72969 -0.19262 -1.2634 0.8629 -1.7162
H -0.14798 -1.16704 0.89116 0.5022 -0.9876 1.7746
Si 1.90415 0.69464 -0.03279 1.2689 -0.9410 -1.2758
H 1.02216 0.81985 1.04883 -1.1324 0.5779 1.1992
H 1.64112 1.57503 -1.17333 -0.0212 0.2549 0.0249
H -2.39357 -0.94431 0.30774 0.8076 -0.0453 0.0756
S 3.33918 -0.62441 0.07068 -0.1618 0.2783 -0.0823
```
Positions in Å, forces in eV/Å.

[3]
An isolated molecule of C21H25NO3, computed with wB97M-V/def2-TZVPD.

## Properties
calculated total energy: -29816.163 eV
HOMO level: -8.246 eV
LUMO level: 0.875 eV
SMILES: CCCCOCCCNC(=O)C1c2ccccc2Oc2ccccc21
charge: 0

XYZ file:
```
50
Properties=species:S:1:pos:R:3:forces:R:3
C 2.65085 0.59979 -0.56264 -0.2623 0.2513 -0.2289
H -0.67452 -2.72730 3.20415 -0.0368 -0.0396 0.0346
H 1.04609 3.25712 2.18707 0.0718 0.0029 0.1062
C 2.19771 -0.35239 -2.73629 -0.1476 0.0852 0.0483
H -2.08357 -2.42581 -1.05234 0.0757 0.0363 -0.0291
H 1.53153 -0.43861 -3.58038 -0.0800 -0.0082 -0.1041
H -1.06293 -1.10969 -1.68606 -0.1289 -0.0255 -0.0081
C -4.50413 -0.85793 -1.25923 0.1287 0.1949 -0.0429
H -4.95938 -1.26358 -0.35808 -0.0742 -0.0828 0.0786
H 3.68716 -1.65770 -3.52641 0.0149 -0.0489 -0.0768
C 3.40184 -1.02601 -2.69898 -0.1197 0.0420 -0.0383
H -2.78218 -1.00082 0.84250 0.0088 0.0156 0.1010
C 1.82030 0.46145 -1.67243 0.5385 -0.1833 0.1054
H -1.45558 2.53294 -1.98734 -0.0721 -0.0286 -0.1163
C -0.92922 2.70010 -1.06102 0.1375 -0.1604 -0.0891
H 4.50780 0.03261 0.31012 0.0763 0.0027 0.1118
H -5.27407 -0.33907 -1.82541 -0.1192 -0.0382 -0.0682
H 1.15490 -0.86554 0.64938 0.0983 0.1791 0.0299
C 3.86315 -0.07832 -0.54975 -0.0195 -0.0729 -0.2117
C 0.24156 1.98574 -0.82384 -0.1058 0.4382 0.3879
O 2.28435 0.93734 2.98491 0.1429 0.2811 0.4274
N 1.41218 -0.61616 1.59612 -0.1533 -0.3324 -0.1412
C 4.24157 -0.88575 -1.60559 0.1528 -0.0005 0.1637
C -0.68759 3.80377 1.05163 0.0514 0.0406 0.1458
H -4.13973 -1.68402 -1.86432 -0.0405 -0.1351 -0.0655
H -1.63499 0.25432 0.34762 0.0438 -0.0398 0.0846
H -1.06716 -1.19502 2.40958 -0.0680 -0.0015 0.0481
C 1.99343 0.55997 1.86925 0.1594 0.0067 -0.5087
H -1.04777 4.50558 1.78804 -0.0259 0.0667 0.0659
H -2.91153 0.47368 -1.81854 0.0290 0.1234 -0.0365
C -0.39760 -2.05503 2.39068 0.2785 -0.0330 -0.3761
H -1.54508 -3.27298 1.00988 0.0356 -0.0163 -0.0500
C -0.55049 -2.81462 1.06621 -0.1281 -0.1147 0.3204
H 3.03292 2.13386 0.89106 -0.1154 -0.1476 -0.0024
O 0.61923 1.10096 -1.79560 -0.1312 -0.0700 -0.1033
H 1.72085 -2.43255 2.57183 -0.0361 0.0428 0.1012
C 2.23600 1.43160 0.61738 0.0240 -0.0448 0.3405
C 0.96570 2.19494 0.34655 0.0604 -0.1010 -0.3490
H 5.18667 -1.40590 -1.57579 0.0840 -0.0443 0.0042
C -3.37543 0.10306 -0.90305 -0.0331 -0.2042 0.1971
C -1.39373 3.60049 -0.12317 0.0000 -0.0624 -0.0763
H 1.14274 -1.08328 3.57757 0.0391 -0.1215 -0.1117
C -1.46277 -1.56250 -0.77467 -0.2638 0.1797 -0.0433
C -2.30184 -0.53008 -0.01845 0.1804 -0.0327 -0.2312
H -3.79388 0.96124 -0.37286 0.0450 0.0662 -0.0736
C 1.03703 -1.57477 2.60691 -0.1936 0.0028 0.2877
H -2.30576 4.14614 -0.31234 -0.0807 0.0466 -0.0285
C 0.48628 3.10878 1.27576 -0.1534 0.0702 -0.0642
H 0.19797 -3.61558 1.03012 -0.1238 0.0002 0.0389
O -0.31893 -2.01448 -0.07974 0.2361 0.0149 0.0459
```
Positions in Å, forces in eV/Å.

> What is the formula in the third record?

C21H25NO3